No. 1
DFT (the ωB97M-V functional and the def2-TZVPD basis) results for 12 unconnected molecules or ions with the total composition CH25NO13 in a non-equilibrium geometry.

The geometry in ORCA input format:
```
! RIJCOSX wB97M-V def2-TZVPD def2/J DEFGRID3
* xyz 0 1
N -0.108 0.059 -0.285
H 0.189 -0.136 -1.256
H 0.595 0.525 0.244
H -0.298 -0.872 0.038
H -0.968 0.684 -0.282
C 0.356 -3.868 0.568
O 0.816 -4.966 0.609
O 0.670 -3.083 -0.478
O -0.436 -3.353 1.414
H 1.297 -3.499 -1.167
O -1.699 0.597 2.440
H -2.004 -0.189 2.150
H -1.833 0.433 3.302
O 0.753 -1.194 -3.436
H -0.054 -1.648 -3.117
H 0.279 -0.486 -3.807
O -1.053 2.420 -2.425
H -0.501 3.111 -2.743
H -1.769 2.994 -2.604
O -2.578 -2.118 1.729
H -3.284 -2.566 2.201
H -1.797 -2.470 1.407
O 3.070 -1.052 0.371
H 3.718 -0.623 -0.262
H 3.514 -1.614 0.836
O -3.018 -0.873 -0.569
H -2.987 -1.402 0.263
H -3.834 -0.457 -0.665
O 1.506 2.957 0.508
H 1.872 2.769 -0.324
H 1.979 2.376 1.289
O 2.117 2.075 -2.179
H 1.904 1.510 -2.798
H 2.672 2.816 -2.540
O -1.593 2.773 0.881
H -0.730 2.929 0.860
H -1.577 2.157 1.644
O 1.823 1.137 2.434
H 1.572 1.868 3.070
H 1.420 0.281 2.677
*
```

Values from the calculation:
- M: 259.2 g mol⁻¹
- HOMO energy: -7.814 eV
- ΔE to the lowest compared entry with this formula, charge and spin: 406.6 kJ/mol

Atomic partial charges in e from the Löwdin method, atoms 1 to 5:
1 N 0.341
2 H 0.114
3 H 0.079
4 H 0.089
5 H 0.126

---

No. 2
DFT (the ωB97M-V functional and the def2-TZVPD basis) results for C16H17FN2O2 in the gas phase in a non-equilibrium geometry.

The geometry in ORCA input format:
```
! RIJCOSX wB97M-V def2-TZVPD def2/J DEFGRID3
* xyz 0 1
F -4.817 0.629 -3.299
N -0.530 -2.572 3.239
O 1.228 0.521 -1.300
O 2.661 0.687 0.572
C -0.828 -1.407 3.789
C -0.152 -2.608 1.937
C -0.705 -0.235 3.072
C -3.465 -0.694 -1.834
C -2.568 1.172 -3.055
C -2.221 -0.970 -1.277
C -1.305 0.958 -2.462
C -0.228 -0.258 1.781
C -3.645 0.361 -2.693
C -1.129 -0.143 -1.581
C 0.038 -1.449 1.163
N 0.143 -0.395 -1.058
C 1.757 2.919 0.832
C 2.946 2.083 0.427
C 2.368 -0.053 -0.663
C 0.523 -1.549 -0.264
C 2.028 -1.503 -0.384
H -1.215 -1.362 4.775
H 0.110 -3.540 1.504
H -0.940 0.716 3.524
H -4.351 -1.300 -1.602
H -2.721 1.978 -3.776
H -2.088 -1.758 -0.542
H -0.416 1.536 -2.751
H -0.097 0.677 1.236
H 0.873 2.646 0.251
H 1.468 2.728 1.883
H 1.957 3.983 0.703
H 3.820 2.301 1.029
H 3.208 2.423 -0.569
H 3.263 -0.022 -1.319
H 0.139 -2.484 -0.721
H 2.424 -2.183 -1.144
H 2.466 -1.836 0.578
*
```

Values from the calculation:
- M: 288.3 g mol⁻¹
- HOMO energy: -7.609 eV
- ΔE to the lowest compared entry with this formula, charge and spin: 324.9 kJ/mol
- Structure (SMILES): CCO[C@H]1C[C@@H](c2cccnc2)N(c2ccc(F)cc2)O1

Atomic partial charges in e from the Löwdin method, atoms 1 to 5:
1 F 0.048
2 N 0.065
3 O -0.005
4 O -0.094
5 C -0.153